The following is a DFT calculation (wB97M-V/def2-TZVPD) of a 3-piece molecular cluster, C3H11NO4 overall in a non-equilibrium geometry.

```
19
Properties=species:S:1:pos:R:3:forces:R:3:lowdin_charge:R:1
H -1.76848 -1.69945 1.28945 -0.036 0.577 -0.416 0.17
O -2.65274 -0.52249 -2.00818 -0.398 0.599 1.817 -0.10
H -2.77666 -0.10430 -1.05997 0.556 -0.989 -2.607 0.01
H 2.40258 -0.08180 -0.43738 1.206 -0.136 -0.080 0.07
H -0.88605 -0.27423 1.90988 -0.697 -0.144 0.038 0.15
N -2.13207 0.25099 0.31417 0.438 -0.112 1.409 0.14
H 1.84961 0.85622 1.13344 -0.698 0.734 0.784 0.03
C -1.30416 -0.72789 0.99006 -1.040 1.427 1.040 -0.24
C -0.20694 -0.93967 0.07078 -0.002 -4.928 -2.565 -0.11
H 3.73039 -0.16859 1.15287 1.119 -1.391 0.679 0.10
H 0.50602 -1.76707 0.38257 -0.533 1.245 -0.162 0.17
O 3.19734 0.58910 0.96191 0.782 1.152 -0.357 0.18
H -0.11466 1.03025 -0.68218 -1.269 0.352 -0.937 0.20
H -3.11222 0.11165 -2.56085 -0.166 0.043 -0.448 0.04
O 1.65154 0.04637 -1.00619 -2.452 0.395 0.392 0.16
H -2.96351 0.50845 0.81042 -0.681 0.039 0.841 0.09
H -0.67548 -1.31854 -0.93483 1.223 1.061 1.465 0.17
C 0.56144 0.36285 -0.17726 2.939 1.222 0.160 -0.37
O 0.85773 1.00936 0.98946 -0.291 -1.145 -1.054 0.16
```
Positions in Å, forces in eV/Å.

Its charge is +1. The calculation puts the energy above the lowest of the compared OMol25 structures with the same formula, charge and spin at 174.5 kcal/mol. The HOMO energy (spin up / spin down) comes out at -14.1 / -14.2 eV. As for the total energy: -476.0502 Eh. The spin multiplicity is 2.